Model 1:
This record from the Open Molecules 2025 dataset describes a cluster of 2 separate species, C2H2FO3 in total. The level of theory is ωB97M-V/def2-TZVPD.

Output
Highest occupied orbital energy ... -2.09 eV
Gap between HOMO and LUMO ... 0.22252 hartree

```
! wB97M-V def2-TZVPD RIJCOSX def2/J DEFGRID3
* xyz -1 1
C -2.27 -0.07 0.18
C 0.89 0.07 -0.28
O -2.83 0.95 0.36
O -2.25 -1.24 0.12
O -0.49 0.59 -0.25
F 1.21 -0.24 1.12
H 0.76 -0.95 -0.71
H -0.44 1.41 0.26
*
```


Model 2:
This record from the Open Molecules 2025 dataset describes the ion C2H2FO3 with charge -1. The level of theory is ωB97M-V/def2-TZVPD.

Output
Highest occupied orbital energy ... -3.91 eV
Gap between HOMO and LUMO ... 0.30200 hartree
Structure (SMILES) ... O=C([O-])[C@H](O)F

```
! wB97M-V def2-TZVPD RIJCOSX def2/J DEFGRID3
* xyz -1 1
O -1.96 -0.48 0.62
C -1.12 0.22 0.08
O -1.14 1.26 -0.62
C 0.57 -0.39 0.25
O 1.40 0.54 -0.37
F 0.65 -1.62 -0.49
H 0.68 -0.73 1.37
H 0.91 1.20 -0.83
*
```


Order of stability, best first: model 2, model 1


Model 1:
This record from the Open Molecules 2025 dataset describes a cluster of 2 separate species, C3H9OS in total. The level of theory is ωB97M-V/def2-TZVPD.

Output
Highest occupied orbital energy (spin up / spin down) ... -9.06 / -9.07 eV
Gap between HOMO and LUMO (spin up / spin down) ... 0.36611 / 0.26290 hartree

```
! wB97M-V def2-TZVPD RIJCOSX def2/J DEFGRID3
* xyz 0 2
C -0.08 1.26 -0.84
O -1.30 0.71 -0.66
C 0.52 1.78 0.47
H -0.12 2.09 -1.52
H 0.66 0.50 -1.22
H 1.61 2.10 0.35
H 0.52 0.95 1.26
H -0.10 2.62 0.90
C -0.74 -1.79 0.02
S 1.03 -2.21 0.01
H -0.85 -0.83 -0.62
H -1.34 -2.69 -0.28
H -0.95 -1.52 1.02
H 1.15 -2.98 1.11
*
```


Model 2:
This record from the Open Molecules 2025 dataset describes a cluster of 2 separate species, C3H9OS in total. The level of theory is ωB97M-V/def2-TZVPD.

Output
Highest occupied orbital energy (spin up / spin down) ... -9.57 / -9.16 eV
Gap between HOMO and LUMO (spin up / spin down) ... 0.38125 / 0.26033 hartree

```
! wB97M-V def2-TZVPD RIJCOSX def2/J DEFGRID3
* xyz 0 2
C -0.10 -2.82 -0.55
O 0.46 -2.85 0.77
H 0.41 -3.60 -1.21
H -1.19 -3.02 -0.60
H 0.20 -1.87 -1.22
C 0.81 2.88 0.06
C 0.61 1.43 0.31
S -1.01 0.78 -0.27
H 0.86 3.08 -1.11
H 1.72 3.30 0.47
H 0.00 3.55 0.39
H 1.42 0.79 -0.19
H 0.72 1.07 1.39
H 0.33 -1.94 1.22
*
```


Order of stability, best first: model 2, model 1